Record 1
16 unconnected molecules or ions with the total composition C41H110N2O25 at a distorted geometry, computed with ωB97M-V/def2-TZVPD.

HOMO-LUMO gap	3.02	eV
energy	-3618.22216	Ha
charge	-2
ΔE to the lowest compared entry with this formula, charge and spin	45.8	kcal/mol
HOMO level	-0.1	eV

Positions of all 178 atoms, in Å:
1 O -14.911 -10.330 10.070
2 O -20.985 -1.020 13.297
3 O -15.989 -7.074 16.326
4 O -20.512 -6.562 15.729
5 O -16.168 -6.377 13.529
6 O -17.554 -11.048 9.024
7 O -16.965 1.237 11.403
8 O -13.598 -5.822 12.127
9 O -19.084 -11.712 12.038
10 O -13.899 -2.891 10.220
11 O -16.353 -4.546 11.476
12 O -19.169 -3.874 16.208
13 O -20.191 -11.653 7.656
14 O -16.845 -10.212 12.534
15 O -21.690 -1.688 7.509
16 O -17.664 -1.286 14.242
17 O -16.731 -2.327 4.912
18 O -14.850 -2.604 13.443
19 O -11.631 -4.782 5.361
20 O -17.847 -4.663 3.701
21 O -17.672 2.467 14.695
22 O -14.243 -3.861 4.811
23 O -16.761 0.737 5.975
24 O -20.337 -7.076 12.766
25 O -12.925 -8.453 10.926
26 N -17.118 -4.291 10.318
27 N -19.710 -10.625 6.842
28 C -18.706 -8.462 5.188
29 C -13.990 -5.119 5.460
30 C -17.976 2.015 13.376
31 C -19.866 -11.163 4.368
32 C -18.015 -9.829 5.134
33 C -19.203 -10.496 12.798
34 C -16.709 2.033 12.527
35 C -12.491 -6.067 11.258
36 C -16.942 -6.097 15.914
37 C -20.331 -9.326 7.068
38 C -18.000 -6.561 9.843
39 C -15.834 -9.420 9.408
40 C -21.762 0.155 13.576
41 C -18.186 -3.319 10.438
42 C -17.240 -6.286 14.429
43 C -16.778 -10.035 8.414
44 C -17.154 -5.379 9.348
45 C -22.664 -2.662 7.193
46 C -19.023 -5.375 4.037
47 C -14.042 -2.561 8.855
48 C -19.448 -8.182 6.503
49 C -18.083 -9.573 12.392
50 C -14.498 -1.285 13.056
51 C -18.970 -10.972 5.647
52 C -21.363 -7.538 13.651
53 C -20.409 -8.933 8.560
54 C -21.724 -9.201 6.492
55 C -12.672 -5.763 5.057
56 C -20.722 -7.793 14.997
57 C -15.754 -5.917 8.985
58 C -19.414 -3.738 11.301
59 C -18.981 -4.062 8.158
60 C -16.244 -1.642 6.063
61 C -17.703 -4.870 7.989
62 C -19.151 -2.691 15.407
63 C -17.839 -1.919 15.511
64 C -18.674 -2.856 9.036
65 C -17.646 -2.015 11.033
66 C -11.976 -7.505 11.372
67 C -18.150 -12.265 5.822
68 C -17.096 -0.509 6.618
69 H -14.094 -4.979 6.537
70 H -20.535 -10.371 4.016
71 H -21.657 0.908 12.794
72 H -15.030 -5.287 8.473
73 H -17.060 -0.250 7.676
74 H -17.323 -2.076 12.068
75 H -14.743 -3.296 10.479
76 H -13.455 -8.775 11.660
77 H -22.276 -6.948 13.737
78 H -19.607 -4.514 15.636
79 H -19.364 -3.016 14.389
80 H -18.361 0.997 13.384
81 H -11.040 -7.604 10.821
82 H -17.037 0.673 5.055
83 H -13.666 -3.383 8.233
84 H -18.396 -1.219 10.942
85 H -17.946 -5.568 13.990
86 H -22.265 -3.660 7.391
87 H -16.812 -1.628 10.435
88 H -15.271 -0.642 13.495
89 H -20.412 -6.706 16.671
90 H -19.147 -3.830 12.353
91 H -21.772 -9.469 5.436
92 H -17.871 -1.171 16.308
93 H -17.875 -6.115 16.483
94 H -21.224 -2.017 8.283
95 H -13.534 -1.663 8.494
96 H -21.671 -8.541 13.335
97 H -16.373 3.047 12.270
98 H -17.926 -7.459 9.229
99 H -17.890 3.395 14.780
100 H -15.106 -2.461 8.617
101 H -18.249 -9.325 11.337
102 H -16.183 -2.439 6.808
103 H -16.425 -5.963 12.674
104 H -17.844 -7.802 5.056
105 H -16.921 -4.244 7.541
106 H -17.402 -9.225 8.032
107 H -15.178 -1.408 6.001
108 H -19.606 -4.787 11.043
109 H -12.636 -5.911 3.975
110 H -18.769 -13.065 5.412
111 H -19.932 -1.970 15.678
112 H -14.291 -1.155 11.995
113 H -16.982 -1.733 4.196
114 H -15.099 -8.784 8.897
115 H -19.401 -8.391 4.353
116 H -21.288 -8.465 15.654
117 H -14.156 -9.741 10.132
118 H -11.717 -5.370 11.611
119 H -17.620 -4.000 4.364
120 H -18.383 -11.115 8.490
121 H -22.058 -8.158 6.574
122 H -17.689 -6.916 10.832
123 H -21.372 0.605 14.494
124 H -15.470 -6.381 9.932
125 H -18.711 2.692 12.937
126 H -18.775 -7.795 7.267
127 H -19.732 -8.247 14.919
128 H -18.154 -0.781 6.508
129 H -19.077 -5.800 5.036
130 H -18.207 -8.620 12.919
131 H -19.799 -12.269 12.360
132 H -18.030 -2.097 8.596
133 H -12.452 -6.680 5.591
134 H -17.226 -12.178 5.245
135 H -15.863 1.681 13.132
136 H -16.995 -2.596 15.684
137 H -17.897 -12.495 6.854
138 H -19.340 -3.729 7.178
139 H -16.228 -10.514 7.597
140 H -19.724 -4.685 8.660
141 H -17.381 -0.393 14.459
142 H -14.819 -5.752 5.116
143 H -20.855 -7.941 8.625
144 H -17.069 -9.851 5.685
145 H -19.263 -11.499 3.523
146 H -13.622 -0.999 13.645
147 H -19.278 -10.796 13.855
148 H -20.072 -7.306 6.284
149 H -15.659 -2.863 12.969
150 H -16.291 -8.768 10.156
151 H -15.200 -3.771 4.769
152 H -19.642 -2.381 9.235
153 H -15.963 -6.681 8.228
154 H -22.463 -9.753 7.077
155 H -16.122 -9.637 12.791
156 H -20.630 -11.877 4.711
157 H -17.860 -5.643 7.231
158 H -17.809 -7.233 14.433
159 H -22.754 -0.268 13.692
160 H -17.672 -9.984 4.106
161 H -19.875 -4.694 3.892
162 H -20.507 -6.128 12.676
163 H -20.320 -3.190 11.048
164 H -11.744 -7.714 12.419
165 H -12.763 -5.754 10.247
166 H -12.008 -3.979 4.978
167 H -19.417 -8.997 9.015
168 H -16.445 -7.867 16.616
169 H -19.211 -6.140 3.286
170 H -14.176 -5.207 11.640
171 H -16.290 1.251 10.722
172 H -20.906 -9.671 9.198
173 H -20.190 -10.043 12.625
174 H -20.115 -0.820 12.929
175 H -23.595 -2.535 7.765
176 H -22.998 -2.560 6.159
177 H -16.557 -5.114 16.200
178 H -19.065 -6.356 9.963


Record 2
12 unconnected molecules or ions with the total composition C41H112ClF15N8O11P2S at a distorted geometry, computed with ωB97M-V/def2-TZVPD.

HOMO-LUMO gap	8.78	eV
energy	-5933.21834	Ha
charge	+4
HOMO level	-15.8	eV

Positions of all 191 atoms, in Å:
1 Cl -0.237 -1.623 3.534
2 S -2.743 3.788 1.798
3 P 2.853 2.606 -1.555
4 P -1.222 -1.149 -5.023
5 F -2.776 5.028 4.177
6 F 4.287 1.894 -2.069
7 F 2.265 2.490 -3.019
8 F -2.052 -2.516 -5.439
9 F -0.649 -1.863 -3.693
10 F -0.799 4.933 3.323
11 F -0.375 0.224 -4.738
12 F -1.743 3.130 4.185
13 F 1.495 3.267 -1.022
14 F 2.260 1.100 -1.279
15 F 3.614 4.006 -1.800
16 F -1.775 -0.537 -6.349
17 F 0.075 -1.848 -5.768
18 F 3.365 2.565 -0.053
19 F -2.592 -0.639 -4.125
20 O -1.712 3.002 1.179
21 O -5.985 -2.368 -2.104
22 O -3.947 6.974 -2.476
23 O -3.891 2.973 2.183
24 O -5.909 1.547 3.520
25 O 3.347 -1.039 2.392
26 O 4.367 2.549 3.606
27 O 4.236 -2.527 -3.173
28 O -3.074 5.020 1.118
29 O -0.960 -4.177 1.301
30 O 0.438 1.663 0.982
31 N 6.124 -0.364 0.697
32 N -1.181 -0.254 -0.713
33 N 1.816 2.524 5.545
34 N 1.894 -5.116 2.015
35 N 3.553 -0.458 -5.618
36 N -0.837 6.443 -2.041
37 N -4.813 -1.228 3.786
38 N -5.092 -4.813 -3.700
39 C -1.372 0.063 0.739
40 C -3.739 -4.142 -3.528
41 C -5.969 -2.417 -3.576
42 C -0.195 0.617 1.550
43 C -0.437 6.222 -0.646
44 C 4.333 2.853 4.990
45 C -3.069 7.620 -1.576
46 C 0.826 1.793 6.410
47 C -0.034 -1.255 -0.887
48 C 4.755 -2.453 -4.518
49 C 4.834 -1.066 -5.155
50 C -5.715 -1.442 4.978
51 C -5.608 -1.215 2.553
52 C 4.933 0.458 1.164
53 C 3.211 2.078 5.692
54 C -3.905 -2.368 3.740
55 C -5.483 -5.434 -2.435
56 C 6.285 -1.583 1.442
57 C 0.836 -4.543 2.907
58 C 1.967 -4.361 0.741
59 C 3.816 0.776 -6.367
60 C 7.344 0.496 0.833
61 C 0.336 6.645 -2.914
62 C 2.787 -1.345 -6.537
63 C -6.102 -3.822 -4.230
64 C 5.988 -0.646 -0.754
65 C -4.009 0.068 3.993
66 C -0.847 1.014 -1.496
67 C 2.752 -0.157 -4.371
68 C 3.115 -4.993 2.814
69 C 3.553 -0.232 1.290
70 C 1.623 4.031 5.816
71 C -1.648 7.684 -2.115
72 C -4.889 -5.911 -4.680
73 C -1.975 4.275 3.485
74 C -0.617 -4.751 2.559
75 C -2.518 -0.771 -1.188
76 C 1.700 -6.544 1.738
77 C -1.584 5.228 -2.592
78 C 1.423 2.182 4.125
79 C -4.873 1.216 4.426
80 H 4.372 1.505 -5.754
81 H 1.122 1.895 7.438
82 H -5.550 2.254 2.928
83 H 0.956 -6.710 0.969
84 H 2.413 -2.221 -6.004
85 H -6.042 -2.480 4.895
86 H -3.363 -0.122 -0.882
87 H 0.540 -0.194 1.698
88 H -4.663 -5.920 -1.907
89 H 3.337 0.490 -3.693
90 H 0.121 5.308 -0.583
91 H 2.121 2.747 3.465
92 H -3.041 -2.138 3.078
93 H 4.812 1.264 0.451
94 H -2.162 0.770 0.832
95 H 3.384 -1.678 -7.366
96 H -1.974 5.466 -3.588
97 H 5.346 -2.163 1.431
98 H 2.875 0.632 1.251
99 H 5.412 -1.297 -6.066
100 H -3.448 0.312 3.087
101 H -1.331 6.057 -0.064
102 H -0.592 0.884 2.534
103 H 1.451 1.086 4.079
104 H -3.024 -4.948 -3.349
105 H 3.253 -3.918 2.948
106 H 2.760 -4.817 0.124
107 H -0.878 4.414 -2.617
108 H -1.032 8.425 -1.579
109 H -2.406 -0.819 -2.255
110 H -5.077 -1.850 -3.896
111 H -3.403 -3.639 -4.438
112 H -4.264 -5.500 -5.452
113 H 1.026 -3.486 2.849
114 H -6.107 -2.192 2.388
115 H -3.426 8.629 -1.403
116 H 2.460 -1.050 -3.856
117 H 1.523 -7.035 2.682
118 H -6.326 -0.419 2.577
119 H -4.302 2.138 4.490
120 H 6.590 -1.291 2.443
121 H 3.338 1.041 5.357
122 H 4.255 -3.213 -5.133
123 H -4.452 -6.730 -4.175
124 H 5.823 -2.723 -4.529
125 H -5.154 -1.265 5.906
126 H 1.694 4.130 6.880
127 H 5.675 0.219 -1.344
128 H -4.709 7.538 -2.692
129 H -1.737 -0.826 1.272
130 H -5.865 -6.237 -4.995
131 H 0.101 7.073 -0.254
132 H 8.278 -0.005 0.514
133 H 0.388 2.499 3.963
134 H 2.849 -5.425 3.787
135 H 2.699 -6.884 1.456
136 H -1.208 -4.232 3.310
137 H -5.378 1.039 5.383
138 H 1.035 7.275 -2.356
139 H -2.408 5.036 -1.919
140 H 5.364 -0.336 -4.545
141 H -6.849 -1.908 -3.932
142 H 5.269 2.549 5.440
143 H 7.135 1.416 0.260
144 H 1.877 0.312 -4.742
145 H 5.120 0.867 2.164
146 H 0.583 4.287 5.557
147 H 5.220 -1.428 -0.928
148 H -0.201 -1.604 -1.907
149 H 3.368 -0.879 0.441
150 H 0.913 0.739 6.179
151 H -0.172 -2.076 -0.187
152 H 0.978 -4.883 3.914
153 H -3.804 -3.385 -2.727
154 H 4.359 0.554 -7.269
155 H 7.016 -2.249 1.009
156 H 5.155 2.953 3.256
157 H -2.634 -1.799 -0.786
158 H -6.400 -5.994 -2.566
159 H 3.406 2.008 6.753
160 H 2.566 -0.816 2.887
161 H 3.495 -3.137 -3.259
162 H 0.897 -0.693 -0.863
163 H 7.464 0.754 1.876
164 H -1.884 -3.849 1.405
165 H -3.065 7.039 -0.638
166 H -4.538 -3.207 3.475
167 H -0.709 0.685 -2.517
168 H 0.024 7.081 -3.842
169 H -3.254 -0.115 4.787
170 H -0.113 2.194 6.066
171 H 1.946 -0.799 -6.895
172 H -3.468 -2.494 4.744
173 H 2.309 4.551 5.180
174 H 4.091 3.894 5.254
175 H 2.866 1.260 -6.612
176 H 0.042 1.415 -1.034
177 H 0.880 5.719 -3.085
178 H 0.977 -4.398 0.254
179 H -6.782 -1.908 -1.856
180 H -5.853 -3.605 -5.289
181 H -5.825 -4.609 -1.775
182 H 6.938 -1.033 -1.059
183 H -0.096 2.437 0.915
184 H -6.643 -0.917 4.872
185 H -0.893 -5.831 2.644
186 H -7.110 -4.222 -4.102
187 H 3.961 -5.465 2.379
188 H -1.687 8.008 -3.143
189 H -1.720 1.597 -1.282
190 H 2.209 -3.348 1.057
191 H -4.873 -1.111 1.756


Record 3
A molecular structure, C41H28F6HgIN4O7PS4, computed with ωB97M-V/def2-TZVPD.

HOMO-LUMO gap (spin up / spin down)	4.51 / 7.01	eV
spin multiplicity	2
energy	-5309.39984	Ha
charge	-1
ΔE to the lowest compared entry with this formula, charge and spin	0.0	kcal/mol
⟨S²⟩	0.7761
HOMO level (spin up / spin down)	-2.5 / -5.0	eV

Positions of all 93 atoms, in Å:
1 Hg -0.302 -0.237 1.195
2 I -1.947 1.071 3.797
3 S -1.200 -3.455 -5.080
4 S 3.037 -0.959 0.592
5 S -0.255 -4.144 1.250
6 S -2.689 -3.132 2.192
7 P -1.255 1.906 0.498
8 F 0.375 -5.645 3.326
9 F -1.462 -2.684 4.474
10 F 2.061 -4.938 2.167
11 F -3.011 -4.195 4.578
12 F -3.548 -2.102 4.438
13 F 1.018 -3.583 3.483
14 O 2.948 -2.247 -0.036
15 O 0.124 -2.797 0.935
16 O -2.284 -1.802 1.778
17 O 1.371 -0.625 3.857
18 O 3.219 0.175 -0.284
19 O -4.031 -3.511 1.876
20 O -0.052 -5.168 0.280
21 N -1.687 -4.279 1.896
22 N 1.812 -0.662 1.623
23 N -0.719 -1.171 -1.192
24 N 0.347 -0.639 -8.317
25 C -3.813 0.781 0.581
26 C -0.689 3.279 1.403
27 C -1.868 -1.761 -1.500
28 C -5.189 0.769 0.377
29 C 0.422 5.409 0.940
30 C 4.266 -1.023 1.863
31 C 2.159 -0.719 2.936
32 C 5.630 -1.202 1.747
33 C 0.862 -4.607 2.647
34 C 1.303 5.193 1.992
35 C -0.551 4.480 0.644
36 C -5.815 1.865 -0.193
37 C 0.096 -2.838 -7.395
38 C -0.295 -0.166 -7.248
39 C 1.728 2.962 4.936
40 C 1.111 4.098 2.880
41 C -2.667 -3.026 4.037
42 C 5.743 -1.113 4.166
43 C -1.311 1.845 -2.349
44 C 0.816 2.229 -1.288
45 C -0.784 -0.956 -6.225
46 C -5.063 2.975 -0.563
47 C 1.439 2.200 -2.525
48 C -0.686 1.846 -3.588
49 C 0.627 2.126 4.802
50 C -3.693 2.985 -0.364
51 C -0.564 2.045 -1.192
52 C 0.292 -1.235 -2.058
53 C 1.944 3.950 4.003
54 C 0.525 -1.954 -8.374
55 C -1.009 -2.517 -3.586
56 C -0.208 2.264 3.697
57 C 3.641 -0.896 3.085
58 C 0.197 -1.907 -3.262
59 C 4.369 -0.941 4.261
60 C 6.364 -1.242 2.925
61 C -2.065 -2.438 -2.693
62 C 0.040 3.166 2.655
63 C 0.688 2.014 -3.678
64 C -0.580 -2.330 -6.293
65 C -3.055 1.882 0.208
66 H -0.432 0.910 -7.215
67 H 2.514 2.310 -2.584
68 H -1.305 -0.515 -5.387
69 H 0.420 1.368 5.542
70 H -3.122 3.853 -0.666
71 H -5.761 -0.101 0.672
72 H 1.175 1.996 -4.646
73 H 1.214 -0.739 -1.777
74 H 7.438 -1.377 2.878
75 H 0.297 -3.897 -7.482
76 H 1.049 -1.955 -3.926
77 H 1.401 2.371 -0.386
78 H 6.344 -1.150 5.065
79 H -2.378 1.682 -2.283
80 H -1.157 4.632 -0.241
81 H 6.104 -1.305 0.780
82 H 2.386 2.850 5.789
83 H 3.862 -0.841 5.211
84 H 0.520 6.295 0.323
85 H -2.658 -1.694 -0.762
86 H -3.020 -2.895 -2.915
87 H 1.054 -2.328 -9.244
88 H -6.886 1.859 -0.349
89 H -3.340 -0.079 1.038
90 H 2.106 5.890 2.198
91 H 2.767 4.646 4.122
92 H -1.273 1.709 -4.487
93 H -5.545 3.836 -1.008